Computed, not measured: 2 unconnected molecules or ions with the total composition C6H15NO2 in a non-equilibrium geometry, with ωB97M-V/def2-TZVPD.

**Structure (SMILES)**: CCN(CC)C(C)=O.O
**HOMO energy**: -9.36 eV
**Multiplicity**: 1
**Total energy**: -442.84021 Eh
**Orbital gap**: 10.1 eV

Bonds (Å) are listed after each position.
Atoms and positions in Å:
1 H 2.458 1.700 -1.363  C21 1.082
2 O -1.494 0.738 -1.638  C22 1.231
3 H -2.719 0.654 0.722  C5 1.083
4 H -0.811 3.116 -0.646  O18 0.972
5 C -2.405 -0.268 0.249  H3 1.083, H13 1.081, H20 1.081, C22 1.526
6 C 0.196 -2.217 1.084  H7 1.079, C10 1.532, H16 1.047, H24 1.088
7 H -0.791 -2.579 0.844  C6 1.079
8 H -0.216 -0.258 1.821  C10 1.090
9 H 3.288 0.162 -1.004  C21 1.095
10 C 0.389 -0.698 1.029  C6 1.532, H8 1.090, N14 1.456, H23 1.089
11 H 0.689 0.492 -2.132  C17 1.083
12 H 2.416 0.902 0.216  C21 1.083
13 H -3.149 -0.750 -0.369  C5 1.081
14 N 0.094 -0.064 -0.249  C10 1.456, C17 1.455, C22 1.362
15 H 1.401 -1.036 -1.566  C17 1.087
16 H 0.805 -2.707 0.387  C6 1.047
17 C 1.116 -0.026 -1.283  H11 1.083, N14 1.455, H15 1.087, C21 1.538
18 O -0.882 3.328 0.300  H4 0.972, H19 0.958
19 H -1.329 2.525 0.571  O18 0.958
20 H -2.112 -0.840 1.118  C5 1.081
21 C 2.375 0.747 -0.855  H1 1.082, H9 1.095, H12 1.083, C17 1.538
22 C -1.206 0.131 -0.606  O2 1.231, C5 1.526, N14 1.362
23 H 1.446 -0.568 1.260  C10 1.089
24 H 0.440 -2.487 2.109  C6 1.088